This record from the OMol25 dataset describes 3 unconnected molecules or ions with the total composition C7H14N5O3 in a non-equilibrium geometry. The level of theory is ωB97M-V with the def2-TZVPD basis set.

Cartesian coordinates (Å):
O -0.39 2.37 3.79
O 1.50 2.69 5.04
O -1.30 -1.27 1.25
N -1.53 0.97 1.29
N 0.37 0.07 0.47
N 2.05 -0.89 -0.96
N -1.64 0.07 -1.93
N 0.54 -2.36 0.18
C 0.29 -0.31 -3.28
C 0.57 2.54 4.40
C -0.81 -0.74 -2.71
C 0.95 1.37 0.24
C 0.93 -1.13 -0.11
C -0.56 -2.48 1.03
C -0.82 -0.13 0.97
H 0.98 -0.77 -4.00
H -0.97 1.78 1.12
H -1.14 -1.71 -2.88
H -1.31 -3.21 0.67
H -2.62 -0.22 -1.57
H 2.71 -1.63 -1.11
H -0.14 -2.81 1.95
H -2.23 0.89 1.98
H 0.47 0.76 -3.17
H 0.50 1.90 -0.59
H -1.42 1.03 -2.18
H 2.11 1.24 0.16
H 0.80 1.95 1.20
H 2.09 0.03 -1.27

Computed properties:
energy above the lowest of the compared OMol25 structures with the same formula, charge and spin: 52.2 kJ/mol
energy: -21072.066 eV
orbital gap: 8.71 eV
net charge: +1
HOMO level: -11.47 eV
multiplicity: 1

Let us look at the natural (NBO) charges, expressed in e, one per atom:
1. O -0.56
2. O -0.47
3. O -0.43
4. N -0.74
5. N -0.45
6. N -0.80
7. N -0.89
8. N -0.49
9. C -0.52
10. C 1.03
11. C 0.00
12. C -0.46
13. C 0.60
14. C 0.07
15. C 0.86
16. H 0.24
17. H 0.41
18. H 0.20
19. H 0.21
20. H 0.42
21. H 0.44
22. H 0.20
23. H 0.44
24. H 0.16
25. H 0.23
26. H 0.38
27. H 0.27
28. H 0.23
29. H 0.40